# 1
The molecule C3H4N2O3 in a non-equilibrium geometry. Source: the OMol25 dataset; level of theory: the ωB97M-V functional and the def2-TZVPD basis.

Kohn-Sham gap = 7.9 eV
SMILES = O=c1[nH]c(O)c(O)[nH]1
energy = -451.88268 Ha
relative energy (zero: lowest compared OMol25 entry of this formula, charge and spin) = 60.9 kcal per mole
max |F| = 8.64 eV/Å
spin multiplicity = 1

Element x y z (Å)
1 C 0.250 -0.689 -0.270
2 C 0.763 1.470 0.053
3 C -0.857 -0.075 0.089
4 H -0.190 -2.736 -1.021
5 H 2.278 -0.028 -0.279
6 H -0.986 2.151 0.502
7 H -1.967 -1.364 1.105
8 N 1.211 0.200 -0.481
9 N -0.441 1.283 0.305
10 O 0.577 -1.959 -0.622
11 O 1.441 2.455 0.176
12 O -2.080 -0.709 0.444



# 2
A cluster of 2 separate species, C3H4N2O3 in total in a non-equilibrium geometry. Source: the OMol25 dataset; level of theory: the ωB97M-V functional and the def2-TZVPD basis.

Kohn-Sham gap = 6.6 eV
energy = -451.62442 Ha
relative energy (zero: lowest compared OMol25 entry of this formula, charge and spin) = 223.0 kcal per mole
max |F| = 7.16 eV/Å
spin multiplicity = 1

Element x y z (Å)
1 C 0.458 -0.299 -1.223
2 C 1.069 -0.778 -0.228
3 C 0.567 -0.312 0.958
4 H 0.353 1.268 -2.992
5 H 1.792 -1.465 -0.640
6 H 0.138 0.009 2.685
7 H -2.583 0.971 0.975
8 N 0.914 -0.353 2.150
9 N -0.707 0.603 0.638
10 O 0.502 -0.411 -2.588
11 O -2.021 0.180 1.071
12 O -0.480 0.588 -0.807



# 3
A cluster of 2 separate species, C3H4N2O3 in total in a non-equilibrium geometry. Source: the OMol25 dataset; level of theory: the ωB97M-V functional and the def2-TZVPD basis.

Kohn-Sham gap = 10.5 eV
SMILES = O=C1N[C@H]1O.N=C=O
energy = -451.88810 Ha
relative energy (zero: lowest compared OMol25 entry of this formula, charge and spin) = 57.5 kcal per mole
max |F| = 1.65 eV/Å
spin multiplicity = 1

Element x y z (Å)
1 C 1.008 0.438 -0.766
2 N 0.931 1.070 0.552
3 N -1.435 -0.854 1.192
4 C -0.186 1.133 -0.160
5 C -1.615 -1.461 0.171
6 O 1.096 -0.933 -0.804
7 O -1.237 1.675 -0.307
8 O -1.662 -2.190 -0.720
9 H 1.976 -1.236 -0.549
10 H 1.474 1.547 1.246
11 H -1.961 -0.146 1.662
12 H 1.611 0.956 -1.515



# 4
A cluster of 3 separate species, C3H4N2O4 in total in a non-equilibrium geometry. Source: the OMol25 dataset; level of theory: the ωB97M-V functional and the def2-TZVPD basis.

Kohn-Sham gap = 8.4 eV
energy = -526.94400 Ha
relative energy (zero: lowest compared OMol25 entry of this formula, charge and spin) = 180.3 kcal per mole
max |F| = 5.38 eV/Å
spin multiplicity = 1

Element x y z (Å)
1 C -0.051 0.457 -0.015
2 C -0.458 0.798 2.318
3 C -0.730 -0.988 0.310
4 H 2.446 0.151 -2.433
5 H 0.172 0.504 -3.141
6 H -1.357 1.248 2.885
7 H 0.147 -1.228 -1.357
8 N 0.935 -0.034 -2.038
9 N 0.942 0.708 -0.775
10 O -0.369 1.343 0.954
11 O 0.331 0.016 2.863
12 O -0.723 -1.635 -0.834
13 O -1.285 -1.339 1.263



# 5
The molecule C3H4N2O4 in a non-equilibrium geometry. Source: the OMol25 dataset; level of theory: the ωB97M-V functional and the def2-TZVPD basis.

Kohn-Sham gap = 9.5 eV
SMILES = O=CO/N=C/C(=O)NO
energy = -527.07019 Ha
relative energy (zero: lowest compared OMol25 entry of this formula, charge and spin) = 101.1 kcal per mole
max |F| = 2.45 eV/Å
spin multiplicity = 1

Element x y z (Å)
1 C 1.248 -1.319 0.446
2 C 0.893 0.116 0.385
3 C -1.141 2.478 -0.820
4 H -1.328 -1.196 -0.206
5 H 0.390 -3.069 0.695
6 H 1.629 0.852 0.778
7 H -1.190 3.534 -0.511
8 N 0.225 -2.201 0.172
9 N -0.112 0.520 -0.312
10 O -1.012 -1.747 0.543
11 O 2.377 -1.740 0.621
12 O -0.044 1.915 -0.301
13 O -1.933 1.858 -1.492



# 6
A cluster of 2 separate species, C3H4N2O5S in total in a non-equilibrium geometry. Source: the OMol25 dataset; level of theory: the ωB97M-V functional and the def2-TZVPD basis.

Kohn-Sham gap (spin up / spin down) = 8.2 / 8.2 eV
energy = -1000.47235 Ha
relative energy (zero: lowest compared OMol25 entry of this formula, charge and spin) = 39.2 kcal per mole
max |F| = 2.84 eV/Å
spin multiplicity = 1

Element x y z (Å)
1 C -2.420 -2.022 0.460
2 C -0.088 -0.623 -0.132
3 C 2.285 0.183 0.017
4 N -2.232 -3.093 0.118
5 N 1.346 -0.590 -0.461
6 O -2.351 1.644 0.101
7 O -0.074 2.346 -0.431
8 O -0.364 0.314 0.926
9 O -0.842 0.062 -1.150
10 O 2.158 1.390 0.447
11 S -1.010 1.289 -0.156
12 H -2.619 -1.036 0.791
13 H 3.292 -0.218 0.114
14 H 1.631 -1.485 -0.845
15 H 1.286 1.838 0.199



# 7
The molecule C3H4N2O5S2 in a non-equilibrium geometry. Source: the OMol25 dataset; level of theory: the ωB97M-V functional and the def2-TZVPD basis.

Kohn-Sham gap = 9.8 eV
SMILES = C[C@]1(C#N)OS(=O)(=O)[S@](=N)(=O)O1
energy = -1398.61972 Ha
relative energy (zero: lowest compared OMol25 entry of this formula, charge and spin) = 44.7 kcal per mole
max |F| = 6.70 eV/Å
spin multiplicity = 1

Element x y z (Å)
1 C -0.779 -2.048 0.885
2 C -0.482 -0.760 0.216
3 C -1.534 -0.485 -0.820
4 N -1.036 -3.113 1.193
5 N 3.157 0.429 -0.464
6 O 1.006 0.994 -1.863
7 O -0.745 2.353 0.159
8 O 0.730 2.129 2.033
9 O 0.776 -0.834 -0.271
10 O -0.501 0.147 1.250
11 S 1.476 0.634 -0.548
12 S 0.149 1.530 0.883
13 H -1.601 -1.254 -1.572
14 H -1.338 0.360 -1.325
15 H -2.394 -0.471 -0.322
16 H 3.116 0.387 0.565



# 8
A cluster of 2 separate species, C3H4N2OS in total in a non-equilibrium geometry. Source: the OMol25 dataset; level of theory: the ωB97M-V functional and the def2-TZVPD basis.

Kohn-Sham gap = 8.3 eV
energy = -699.33437 Ha
relative energy (zero: lowest compared OMol25 entry of this formula, charge and spin) = 211.9 kcal per mole
max |F| = 8.33 eV/Å
spin multiplicity = 1

Element x y z (Å)
1 C -0.223 0.053 -0.273
2 C -0.297 -0.915 0.726
3 C 0.159 -1.376 1.820
4 H 0.157 2.246 -1.089
5 H -0.594 1.810 0.804
6 H 1.056 -2.102 -0.725
7 H 0.621 -1.536 2.943
8 N -0.989 1.096 0.154
9 N 0.301 0.137 -1.408
10 O -1.313 1.910 -0.996
11 S 1.121 -1.322 -1.956



# 9
The molecule C3H4N2OS2 in a non-equilibrium geometry. Source: the OMol25 dataset; level of theory: the ωB97M-V functional and the def2-TZVPD basis.

Kohn-Sham gap = 9.5 eV
SMILES = N[C@@H]1S[C@@]1(O)N=C=S
energy = -1097.79098 Ha
relative energy (zero: lowest compared OMol25 entry of this formula, charge and spin) = 39.9 kcal per mole
max |F| = 2.96 eV/Å
spin multiplicity = 1

Element x y z (Å)
1 C -0.209 0.198 0.492
2 C -2.366 1.220 -0.181
3 C 0.945 0.081 -0.364
4 N -1.181 1.112 -0.035
5 N 1.476 -1.097 -0.828
6 O -0.867 -0.771 1.158
7 S -3.841 1.483 -0.445
8 S 1.325 1.011 1.147
9 H 0.869 0.807 -1.139
10 H 1.736 -1.898 -0.290
11 H 2.365 -0.940 -1.318
12 H -0.253 -1.207 1.802



# 10
The molecule C3H4N2OS2 in a non-equilibrium geometry. Source: the OMol25 dataset; level of theory: the ωB97M-V functional and the def2-TZVPD basis.

Kohn-Sham gap = 8.5 eV
SMILES = C=NSC(=O)NC=S
energy = -1097.73212 Ha
relative energy (zero: lowest compared OMol25 entry of this formula, charge and spin) = 76.8 kcal per mole
max |F| = 6.22 eV/Å
spin multiplicity = 1

Element x y z (Å)
1 C -1.872 -1.833 0.063
2 C 1.694 0.010 -0.273
3 C 0.067 1.815 0.028
4 H -2.844 -1.522 0.454
5 H -1.896 -2.705 -0.609
6 H 1.790 1.631 1.112
7 H 0.143 2.766 0.666
8 N -0.890 -1.072 0.161
9 N 1.141 0.988 0.437
10 O 2.937 -0.020 -0.594
11 S 0.913 -1.483 -0.587
12 S -1.183 1.425 -0.858